# 1
This record from the Open Molecules 2025 dataset describes a single C3H5NO2S molecule. The level of theory is ωB97M-V with the def2-TZVPD basis set.

- SMILES: O=C=N[C@@H](O)CS
- Net charge: 0
- LUMO: 0.534 eV
- Spin multiplicity: 1
- Electronic energy: -19611.6554 eV
- HOMO-LUMO gap: 0.3668 Eh
- Highest occupied orbital energy: -9.447 eV

The geometry in XYZ format:
```
12
C3H5NO2S ωB97M-V with the def2-TZVPD basis set
O 2.179 -1.316 1.981
C 1.401 -0.555 1.584
N 0.512 0.230 1.398
C -0.216 0.838 0.297
O 0.625 1.263 -0.823
C -1.169 -0.264 -0.276
S -0.348 -1.369 -1.425
H -0.741 1.683 0.613
H 1.471 0.908 -0.726
H -1.363 -0.955 0.607
H -2.036 0.233 -0.648
H -0.315 -0.696 -2.582
```

# 2
This record from the Open Molecules 2025 dataset describes a single C9H7NO molecule. The level of theory is ωB97M-V with the def2-TZVPD basis set.

- SMILES: c1ccc(-c2ncco2)cc1
- Net charge: 0
- LUMO: 0.913 eV
- Spin multiplicity: 1
- Electronic energy: -12981.4534 eV
- HOMO-LUMO gap: 0.3598 Eh
- Highest occupied orbital energy: -8.877 eV

The geometry in XYZ format:
```
18
C9H7NO ωB97M-V with the def2-TZVPD basis set
C -2.941 -0.031 0.009
C -2.271 1.151 -0.343
C -0.801 1.188 -0.340
C -0.193 -0.035 -0.169
C 1.287 -0.134 -0.149
N 2.056 -1.023 -0.624
C 3.322 -0.563 -0.327
C 3.262 0.604 0.359
O 1.956 0.967 0.523
C -0.852 -1.161 0.185
C -2.244 -1.158 0.289
H -4.194 0.041 0.267
H -2.898 2.169 -0.481
H -0.456 1.985 -0.640
H 4.270 -1.115 -0.642
H 4.009 1.218 0.878
H -0.466 -2.165 0.588
H -2.847 -1.939 0.617
```

# 3
This record from the Open Molecules 2025 dataset describes a molecular structure, C2HClNO3. The level of theory is ωB97M-V with the def2-TZVPD basis set.

- Net charge: -1
- LUMO: 3.753 eV
- Spin multiplicity: 1
- Electronic energy: -22248.2048 eV
- HOMO-LUMO gap: 0.3281 Eh
- Highest occupied orbital energy: -5.176 eV

The geometry in XYZ format:
```
8
C2HClNO3 ωB97M-V with the def2-TZVPD basis set
C 0.336 -1.997 -0.202
C -0.466 1.850 -0.727
N 0.038 -1.572 0.926
O -0.234 2.997 -0.749
O 0.750 -2.680 -1.050
O -0.764 0.799 -1.131
Cl 0.056 1.283 1.441
H 0.284 -0.680 1.492
```

# 4
This record from the Open Molecules 2025 dataset describes a single C5H9NO molecule. The level of theory is ωB97M-V with the def2-TZVPD basis set.

- Net charge: 0
- LUMO: 1.124 eV
- Spin multiplicity: 1
- Electronic energy: -8865.2172 eV
- HOMO-LUMO gap: 0.3356 Eh
- Highest occupied orbital energy: -8.008 eV

The geometry in XYZ format:
```
16
C5H9NO ωB97M-V with the def2-TZVPD basis set
C -2.801 -0.678 0.282
C -1.789 0.421 0.330
N -0.598 0.029 0.711
C 0.526 0.918 0.457
C 1.287 0.353 -0.721
C 2.709 0.017 -0.680
O 1.722 -0.992 -0.536
H -3.342 -0.550 -0.662
H -3.540 -0.515 1.075
H -2.419 -1.712 0.338
H 0.027 1.853 0.195
H -0.338 -0.934 0.958
H 1.170 1.053 1.334
H 0.818 0.530 -1.691
H 3.279 -0.023 -1.608
H 3.289 0.229 0.218
```

# 5
This record from the Open Molecules 2025 dataset describes 2 unconnected molecules or ions with the total composition C4H5O3S. The level of theory is ωB97M-V with the def2-TZVPD basis set.

- Net charge: -1
- LUMO: 3.570 eV
- Spin multiplicity: 1
- Electronic energy: -21206.6844 eV
- HOMO-LUMO gap: 0.2484 Eh
- Highest occupied orbital energy: -3.191 eV

The geometry in XYZ format:
```
13
C4H5O3S ωB97M-V with the def2-TZVPD basis set
C 0.351 -0.431 -0.104
C -0.426 0.640 -0.013
C 0.587 -2.184 1.311
C -0.629 1.818 -0.979
O -0.522 -2.427 1.652
O 1.758 -2.393 1.282
O -1.498 0.639 0.963
S 1.611 -0.440 -1.313
H 0.303 2.472 -1.093
H -0.904 1.483 -2.033
H -1.478 2.401 -0.627
H -1.272 0.069 1.758
H 2.121 -1.648 -0.803
```

# 6
This record from the Open Molecules 2025 dataset describes a single C5H8O molecule. The level of theory is ωB97M-V with the def2-TZVPD basis set.

- SMILES: C#C[C@@H](C)CO
- Net charge: 0
- LUMO: 1.017 eV
- Spin multiplicity: 1
- Electronic energy: -7360.2120 eV
- HOMO-LUMO gap: 0.4071 Eh
- Highest occupied orbital energy: -10.062 eV

The geometry in XYZ format:
```
14
C5H8O ωB97M-V with the def2-TZVPD basis set
C 0.178 0.890 -2.305
C 0.202 0.624 -1.129
C 0.271 0.284 0.301
C -0.861 0.948 1.092
C 0.259 -1.242 0.496
O 1.211 -1.904 -0.296
H 0.150 1.148 -3.341
H 1.237 0.650 0.671
H -1.839 0.617 0.727
H -0.813 2.036 0.996
H -0.787 0.694 2.155
H 0.518 -1.469 1.535
H -0.759 -1.621 0.311
H 1.034 -1.654 -1.213
```

Copy entry 5 word for word.
This record from the Open Molecules 2025 dataset describes 2 unconnected molecules or ions with the total composition C4H5O3S. The level of theory is ωB97M-V with the def2-TZVPD basis set.

- Net charge: -1
- LUMO: 3.570 eV
- Spin multiplicity: 1
- Electronic energy: -21206.6844 eV
- HOMO-LUMO gap: 0.2484 Eh
- Highest occupied orbital energy: -3.191 eV

The geometry in XYZ format:
```
13
C4H5O3S ωB97M-V with the def2-TZVPD basis set
C 0.351 -0.431 -0.104
C -0.426 0.640 -0.013
C 0.587 -2.184 1.311
C -0.629 1.818 -0.979
O -0.522 -2.427 1.652
O 1.758 -2.393 1.282
O -1.498 0.639 0.963
S 1.611 -0.440 -1.313
H 0.303 2.472 -1.093
H -0.904 1.483 -2.033
H -1.478 2.401 -0.627
H -1.272 0.069 1.758
H 2.121 -1.648 -0.803
```

Repeat the sixth record exactly.
This record from the Open Molecules 2025 dataset describes a single C5H8O molecule. The level of theory is ωB97M-V with the def2-TZVPD basis set.

- SMILES: C#C[C@@H](C)CO
- Net charge: 0
- LUMO: 1.017 eV
- Spin multiplicity: 1
- Electronic energy: -7360.2120 eV
- HOMO-LUMO gap: 0.4071 Eh
- Highest occupied orbital energy: -10.062 eV

The geometry in XYZ format:
```
14
C5H8O ωB97M-V with the def2-TZVPD basis set
C 0.178 0.890 -2.305
C 0.202 0.624 -1.129
C 0.271 0.284 0.301
C -0.861 0.948 1.092
C 0.259 -1.242 0.496
O 1.211 -1.904 -0.296
H 0.150 1.148 -3.341
H 1.237 0.650 0.671
H -1.839 0.617 0.727
H -0.813 2.036 0.996
H -0.787 0.694 2.155
H 0.518 -1.469 1.535
H -0.759 -1.621 0.311
H 1.034 -1.654 -1.213
```

Which formula does entry 4 have? C5H9NO